(1)
16
Properties=species:S:1:pos:R:3:forces:R:3 method="wB97M-V/def2-TZVPD" total_charge=+1 homo_ha=-0.527 lumo_energy_ha=-0.1174 de_lowest_kcal_mol=38.12
O 0.48882 -1.33720 0.99653 0.6367 2.1467 1.4007
N -1.30496 0.66126 -0.41209 -0.1924 -2.4598 0.1148
N 1.20072 1.10338 0.62967 -0.7257 -2.4415 -2.6722
C 1.49837 -0.45658 0.51674 2.4682 2.2709 0.2532
C -1.47760 -0.70281 -1.18256 -0.1168 2.6533 -2.5774
H 1.28047 1.53542 1.50507 0.3569 0.1771 1.6224
H 1.88317 -0.57212 -0.56244 -1.3590 -0.4410 1.6098
H -0.31819 0.62253 0.03515 -0.7054 1.2418 -0.2898
H -2.56426 -0.87853 -1.41954 1.3031 0.5231 -0.2305
H -1.44695 1.52951 -0.93698 0.0698 -0.4980 -0.0726
H 0.51106 -1.13497 1.99411 -0.3071 -0.9533 -2.0383
H 2.38117 -0.53570 1.16226 -0.0765 -0.6011 -0.3063
H -1.17500 -1.46410 -0.54490 0.7342 -1.1018 1.2561
H 1.75488 1.64095 -0.05057 -0.2964 -0.5673 0.4287
H -0.73770 -0.62983 -2.08917 -1.8712 -0.3147 1.5622
H -1.97399 0.61881 0.35874 0.0815 0.3657 -0.0608

---

(2)
16
Properties=species:S:1:pos:R:3:forces:R:3 method="wB97M-V/def2-TZVPD" total_charge=+1 homo_ha=-0.529 lumo_energy_ha=-0.1133 de_lowest_kcal_mol=18.26
O 1.22761 1.23051 -0.12522 -0.2500 0.2587 -0.0244
N -0.13007 -1.53371 0.34790 1.5938 1.4308 -0.2666
N -0.79274 1.15833 1.05395 -0.4704 -0.7461 -1.1073
C -0.10962 1.69556 -0.14082 0.1126 0.3467 1.1270
C 0.21204 -1.84263 -1.11698 -0.5855 -0.1600 1.2661
H 0.75282 -1.17383 0.72184 0.1928 -0.1586 0.1449
H -0.38040 -2.25083 1.03084 -0.6937 -0.1361 -0.6648
H 1.77380 1.98950 0.12057 0.1718 -0.3913 -0.1082
H -0.71566 -1.76458 -1.66611 0.0788 -0.1154 -0.3218
H 0.92911 -1.07313 -1.36183 0.0131 0.1218 -0.4351
H 0.66624 -2.82324 -1.18654 -0.0815 -0.0782 -0.0474
H -0.62527 1.32411 -1.02275 0.0045 0.0611 -0.1428
H -1.73419 1.53364 1.11797 0.0598 -0.0413 0.1283
H -0.29730 1.34435 1.90702 0.2346 0.3578 0.2573
H -0.12818 2.78547 -0.10748 0.0296 0.0412 -0.3936
H -0.64819 -0.59952 0.42764 -0.4101 -0.7913 0.5885

---

(3)
16
Properties=species:S:1:pos:R:3:forces:R:3 method="wB97M-V/def2-TZVPD" s_squared=0.75 spin_multiplicity=2 total_charge=+2 homo_ha="-0.710 / -0.710" lumo_energy_ha="-0.2738 / -0.4935" de_lowest_kcal_mol=44.22
O 2.95871 -0.15758 -1.90592 -3.8204 7.9366 0.3385
N -2.22742 1.04477 1.23004 0.2421 -3.8048 1.0895
N 0.85014 -0.46461 -0.11122 -0.7845 1.7815 -0.8323
C -0.63808 -0.03745 -0.24317 1.5418 1.0244 0.6440
C -1.51353 -0.26163 1.01941 1.8947 0.0179 2.1654
H 1.12646 -0.30995 0.86112 0.4905 -0.4543 -0.2074
H -1.04054 -0.45653 -1.13044 -0.3106 -0.2444 -0.8290
H -3.13191 0.88999 0.85073 -1.6190 1.2751 -0.8617
H -0.55727 1.05161 -0.27797 -0.0538 -0.1573 -0.7861
H 3.61308 -0.73523 -2.04331 4.3158 -3.3273 -0.9553
H 3.28161 0.85136 -2.17658 -0.8214 -4.2831 0.8296
H 0.92699 -1.41370 -0.41765 0.4011 -1.1244 0.2606
H -0.73839 -0.33034 1.92209 -1.9805 -0.2148 -1.6385
H -2.19442 1.40676 2.17978 0.1717 1.0175 0.0930
H 1.58305 0.05639 -0.78603 -1.0600 -1.0759 0.8739
H -2.29847 -1.13387 1.02912 1.3924 1.6333 -0.1841

---

(4)
17
Properties=species:S:1:pos:R:3:forces:R:3 method="wB97M-V/def2-TZVPD" total_charge=+1 homo_ha=-0.437 lumo_energy_ha=-0.1188 de_lowest_kcal_mol=69.29
O 2.01182 -2.33340 0.10772 0.3300 0.4780 0.8471
O -0.94983 -1.78163 2.44802 2.2348 0.1629 1.3033
N -0.51380 2.96188 -1.52565 -1.0315 4.3599 -3.8889
N 0.08224 -0.17372 0.08999 1.5842 2.2899 2.1796
C -0.81157 1.90906 -0.79860 -0.2390 -4.0467 -1.5607
C -0.33635 0.59529 -1.11209 -0.8898 1.9957 -0.0057
H -0.11870 -1.77787 3.05661 -2.3912 -0.2447 -1.5070
H -1.10231 3.87338 -1.38701 1.3456 -2.5408 -0.3109
H -0.16422 2.93711 -2.58539 -0.5918 -0.3829 3.3616
H -1.71889 2.01522 -0.17897 1.3028 0.1850 0.9766
H 0.68874 0.62197 0.59571 -1.8039 -2.7303 -0.6665
H -0.58644 -0.60476 0.78384 0.1892 0.4357 -0.7022
H -1.33529 -2.66792 2.51913 0.2072 0.2416 0.0667
H 2.29991 -3.08409 -0.41015 0.0441 -0.2638 -0.2756
H 2.64983 -2.27531 0.84518 -0.3826 -0.0967 -0.5472
H 0.00301 0.23356 -2.11303 0.1236 0.5812 1.3161
H 0.79684 -0.89434 -0.05806 -0.0316 -0.4241 -0.5862

---

(5)
17
Properties=species:S:1:pos:R:3:forces:R:3 method="wB97M-V/def2-TZVPD" total_charge=+1 homo_ha=-0.544 lumo_energy_ha=-0.1102 de_lowest_kcal_mol=9.68
O 0.49182 1.29649 0.48555 1.1064 0.3204 1.1605
O 2.42685 1.30214 2.65390 -0.0469 -0.3083 -0.1208
N 0.14925 -2.04487 -0.18094 0.2394 0.9782 0.8038
N -1.15056 -0.23012 -0.86228 0.5474 0.7707 -0.0420
C -1.96935 0.45889 -1.88778 0.3112 -0.2611 0.8922
C -0.66365 -1.40860 -1.01093 -1.4534 -1.6067 -0.2509
H -0.74578 0.36804 -0.10852 -0.1586 -0.2064 -0.4207
H 0.12742 -3.04608 -0.08467 0.1047 -0.0648 -0.3859
H 1.21441 0.96766 1.07322 -0.3037 -0.0435 -0.3432
H -1.70124 0.09065 -2.87226 -0.1535 0.1496 -0.0734
H 2.32210 0.73423 3.42816 0.0270 0.1657 -0.0366
H -1.09807 -2.03414 -1.79303 0.3475 0.2639 -0.1868
H 0.48549 2.20504 0.82247 -0.4292 0.0764 -0.3327
H -3.01013 0.29529 -1.63721 -0.2267 -0.0617 -0.2575
H -1.75914 1.51676 -1.76683 0.0466 0.0502 -0.3542
H 0.43830 -1.53250 0.64497 0.1059 -0.2782 -0.0697
H 3.38035 1.36804 2.52039 -0.0640 0.0556 0.0178

---

(6)
19
Properties=species:S:1:pos:R:3:forces:R:3 method="wB97M-V/def2-TZVPD" total_charge=+1 homo_ha=-0.435 lumo_energy_ha=-0.1231 de_lowest_kcal_mol=76.74
Si 1.91466 0.38596 -0.23333 -3.6912 -0.7704 0.4140
O 2.28631 1.66780 -1.09390 -0.3979 -2.4746 -1.8140
O 1.95851 -0.98645 -1.13280 0.2145 0.6638 1.0977
O 2.34407 0.63003 1.29852 0.8844 0.7813 -1.9330
N -1.58902 0.58803 -1.08103 -0.4093 1.2223 -0.9625
N -1.00092 -1.54951 -0.23515 1.4044 -0.0125 1.3209
C -0.85635 0.09626 0.02480 3.9912 -1.3469 -1.1614
C -1.30387 0.19823 1.43598 -2.5733 0.2717 -2.3170
H -2.37751 -0.07950 1.45212 0.1955 0.1226 0.4460
H -1.22058 1.18626 1.73596 0.1421 1.9197 0.9092
H -0.10530 -2.14149 -0.24792 -1.5277 1.3907 -1.2962
H -1.69570 -1.53138 -0.99056 0.6145 -0.8239 -0.2589
H 2.09544 0.11126 2.02254 -0.5206 -1.2305 1.6428
H -0.76664 -0.42917 2.05785 1.1573 -1.1629 1.2564
H -1.41945 -1.93026 0.60849 -0.7386 0.0038 0.0122
H -1.04433 0.77362 -1.92856 0.3094 -0.6654 0.5468
H 2.46249 2.45380 -0.66878 0.6944 2.8905 1.3871
H 2.44232 -0.90599 -1.95282 0.3891 -0.1755 -0.5399
H -2.12413 1.46251 -1.07143 -0.1381 -0.6036 1.2500

---

(7)
17
Properties=species:S:1:pos:R:3:forces:R:3 method="wB97M-V/def2-TZVPD" total_charge=+1 homo_ha=-0.533 lumo_energy_ha=-0.1794 de_lowest_kcal_mol=0.00
Si -1.28731 0.84766 -0.46679 -0.1153 -1.9986 0.4409
Si -0.73872 -1.88972 0.33411 0.6199 3.0554 -0.5718
N -1.92417 -0.80108 -0.20714 -0.3223 0.2502 -0.2168
N 0.34777 0.28246 0.01285 -0.5185 -1.6160 0.3878
C 0.91324 0.83629 1.23499 0.1288 0.2154 0.5554
C 1.35652 0.20333 -1.03568 0.3045 -0.0585 -0.5945
H -1.33580 1.22459 -1.86907 0.0215 0.2388 -0.2066
H -0.62215 -2.16415 1.76097 0.0248 -0.1975 0.0807
H 0.99318 -0.43281 -1.84038 0.0842 0.0209 -0.1500
H 0.17036 0.81309 2.02797 -0.0171 0.1046 0.1265
H 2.27634 -0.22571 -0.63471 -0.0685 -0.0155 -0.0452
H 1.58921 1.18797 -1.45058 0.0224 -0.0068 0.0551
H -2.88921 -1.02841 -0.38830 -0.1627 -0.1667 0.0207
H 1.77056 0.24068 1.54863 0.0015 0.0209 0.0067
H 1.24811 1.86481 1.08454 -0.0011 0.0338 0.0309
H -1.85092 1.77622 0.49859 0.0024 0.3165 0.0671
H -0.01700 -2.73520 -0.61000 -0.0046 -0.1968 0.0132